No. 1
119
Properties=species:S:1:pos:R:3:lowdin_charge:R:1 method="wB97M-V/def2-TZVPD" lumo_ha=0.0782 homo_lumo_gap_ha=0.240 largest_force_ev_per_a=4.90 multiplicity=1 total_charge=-1 energy_ev=-67689.340
C 3.30522 1.79140 -0.02458 -0.061
C 2.32841 0.69662 0.28667 -0.395
F 3.07686 -0.29806 1.01714 -0.100
C 1.13403 1.07874 1.09486 -0.175
B 0.53518 2.58034 0.76640 -0.470
C -1.09294 2.56318 1.19242 -0.216
C -1.89823 2.59760 -0.09147 -0.228
C -3.43276 2.52785 0.04637 -0.079
C -3.94041 1.14970 -0.26601 -0.506
F -3.19891 0.19915 0.26005 0.163
F -3.90827 0.99001 -1.60919 0.095
C -5.39515 0.94267 0.16188 -0.642
F -5.62734 1.34391 1.37761 0.197
F -5.69467 -0.35058 0.10426 0.161
F -6.21772 1.54989 -0.64434 0.194
H 3.04093 2.34595 -0.90996 0.074
H 4.24080 1.29466 -0.25614 0.054
H 3.50372 2.45873 0.80414 0.078
H 2.03532 0.21747 -0.64475 0.121
H 1.30636 0.97542 2.16577 0.092
H 0.34106 0.36302 0.83966 0.078
H 1.06845 3.46214 1.38608 0.037
H 0.56918 2.87588 -0.42637 0.056
H -1.27795 1.62757 1.72625 0.063
H -1.30572 3.39187 1.85641 0.066
H -1.63350 3.48855 -0.63765 0.099
H -1.57799 1.74120 -0.67556 0.095
H -3.86875 3.16257 -0.72074 0.126
H -3.78133 2.88144 1.00628 0.101
C 5.74772 -0.06076 -4.13973 -0.093
C 4.83836 0.54636 -3.08727 -0.329
O 5.49329 1.57212 -2.34572 -0.096
H 6.64264 -0.47642 -3.67371 0.072
H 5.23406 -0.85283 -4.68710 0.068
H 6.07736 0.70030 -4.85349 0.065
H 4.52708 -0.20802 -2.37004 0.102
H 3.93976 0.96718 -3.55034 0.110
H 5.76788 2.27386 -2.94590 0.078
C -1.87861 -0.37606 -3.89319 -0.054
C -0.39358 -0.36912 -4.22020 -0.270
O 0.40811 -0.65487 -3.07122 -0.105
H -2.10921 0.35792 -3.12268 0.067
H -2.47108 -0.15185 -4.78158 0.079
H -2.18283 -1.35309 -3.51251 0.078
H -0.08148 0.60761 -4.58605 0.132
H -0.17421 -1.11391 -4.99577 0.099
H 0.14385 -1.52144 -2.73766 0.070
C 1.79956 -4.19948 0.59074 -0.072
C 0.72309 -3.76378 1.57080 -0.308
O 1.21728 -2.78023 2.46959 -0.086
H 2.66091 -4.60513 1.12354 0.071
H 1.42118 -4.96056 -0.09562 0.055
H 2.15606 -3.34763 0.00701 0.067
H 0.38211 -4.60989 2.16921 0.108
H -0.13821 -3.35116 1.03323 0.108
H 1.51402 -2.02777 1.93417 0.079
C 4.68922 -4.99029 4.32600 -0.096
C 3.76187 -4.26116 5.28429 -0.336
O 3.15180 -3.14344 4.66338 -0.082
H 5.46195 -4.31387 3.95964 0.075
H 5.16883 -5.84371 4.81182 0.066
H 4.13596 -5.35186 3.45600 0.063
H 4.32092 -3.88643 6.14226 0.106
H 2.98297 -4.94139 5.65277 0.104
H 2.63976 -3.46099 3.90520 0.049
C 0.18889 -7.01712 -2.32947 -0.093
C 1.64391 -7.00410 -2.76213 -0.319
O 2.47756 -7.51374 -1.72458 -0.084
H 0.05672 -6.41881 -1.42779 0.062
H -0.45875 -6.61998 -3.11327 0.070
H -0.13514 -8.03384 -2.09291 0.071
H 1.96949 -5.98711 -2.97672 0.096
H 1.78452 -7.60823 -3.66530 0.108
H 2.19293 -8.41600 -1.54177 0.077
C 3.67906 6.25735 2.26562 -0.099
C 2.23626 6.16209 2.73346 -0.329
O 1.84552 4.81419 2.92451 -0.100
H 3.80983 5.70183 1.33658 0.075
H 3.97404 7.29718 2.10104 0.064
H 4.35402 5.81789 3.00488 0.067
H 1.56486 6.58168 1.98487 0.112
H 2.10078 6.72019 3.67008 0.100
H 2.42546 4.42864 3.59201 0.084
C 0.75332 -3.02218 -4.06026 -0.072
C 1.72512 -2.70102 -2.93632 -0.303
O 2.41298 -1.48353 -3.17245 -0.100
H 1.28277 -3.08870 -5.01172 0.096
H 0.23752 -3.96860 -3.87803 0.076
H 0.00638 -2.23263 -4.16056 0.016
H 2.48046 -3.48275 -2.85340 0.113
H 1.19602 -2.63303 -1.97714 0.103
H 1.74794 -0.77682 -3.22698 -0.021
C -6.06402 -0.28589 -3.78963 -0.087
C -5.76346 -1.23924 -4.93110 -0.321
O -4.73726 -2.16098 -4.56811 -0.093
H -5.16865 0.26498 -3.50789 0.058
H -6.84364 0.42719 -4.06478 0.077
H -6.39418 -0.83756 -2.90593 0.074
H -5.41162 -0.69544 -5.80699 0.108
H -6.66315 -1.79851 -5.21307 0.103
H -5.04861 -2.64964 -3.79787 0.082
C -4.74718 6.74730 3.37633 -0.096
C -4.42367 5.88797 2.16607 -0.325
O -3.38751 4.96072 2.45144 -0.080
H -3.85854 7.28712 3.70473 0.075
H -5.53456 7.46956 3.14809 0.068
H -5.07688 6.12620 4.21248 0.071
H -4.07609 6.50770 1.34024 0.112
H -5.31688 5.34291 1.83537 0.106
H -3.68452 4.39749 3.17604 0.068
C -1.03789 0.91348 4.90881 -0.084
C -2.04910 1.63900 5.77700 -0.322
O -2.69752 2.67866 5.04662 -0.094
H -0.28903 1.60802 4.52792 0.080
H -0.53268 0.12380 5.46876 0.074
H -1.52913 0.46690 4.04185 0.070
H -1.56613 2.10661 6.63458 0.107
H -2.80398 0.93542 6.14951 0.102
H -3.12390 2.26476 4.28664 0.071

---

No. 2
127
Properties=species:S:1:pos:R:3:lowdin_charge:R:1 method="wB97M-V/def2-TZVPD" lumo_ha="-0.0100 / -0.0121" homo_lumo_gap_ha="0.170 / 0.279" largest_force_ev_per_a=2.99 multiplicity=4 energy_ev=-111518.138
Ti -6.83053 2.01469 0.55481 0.723
P -5.69601 -1.10840 2.51382 0.209
F -4.19613 -1.36952 2.02676 -0.130
F -6.20503 -1.75246 1.10141 -0.150
F -5.70271 -2.55967 3.28967 -0.146
F -7.26619 -0.97293 2.90787 -0.148
F -5.08640 -0.41783 3.82039 -0.125
F -5.86091 0.35367 1.83871 -0.196
C -9.60595 2.51092 2.24328 -0.117
O -9.07765 2.96847 1.02982 -0.281
C -9.42062 4.32350 0.62167 -0.161
C -8.53947 4.55960 -0.61504 -0.192
N -7.13893 4.64748 -0.17514 -0.058
C -6.19731 4.48010 -1.27406 -0.211
C -4.76095 4.18068 -0.87053 -0.147
O -4.80777 2.79897 -0.43043 -0.303
C -3.63729 2.20694 0.02488 -0.105
H -10.05818 1.53183 2.10088 0.091
H -10.34886 3.16516 2.70819 0.092
H -8.82352 2.54509 3.00597 0.084
H -9.20879 5.13208 1.32585 0.124
H -10.49449 4.40032 0.44413 0.127
H -8.83472 5.49488 -1.09900 0.124
H -8.75910 3.75297 -1.31402 0.109
H -7.03922 5.59114 0.17518 0.125
H -6.06193 5.41087 -1.83957 0.125
H -6.52450 3.78818 -2.04648 0.106
H -4.32493 4.80067 -0.08496 0.132
H -4.07077 4.19265 -1.71650 0.131
H -3.72050 1.17526 0.36436 0.077
H -3.23636 2.74843 0.88714 0.102
H -2.85352 2.21631 -0.73769 0.097
C -0.98012 -2.59530 3.54567 -0.117
O -1.21820 -3.63212 4.49609 -0.184
C -1.87174 -3.19565 5.71913 -0.181
C -3.34717 -2.79596 5.55124 -0.195
N -4.21021 -3.98994 5.57804 -0.028
C -4.52448 -4.48434 6.93341 -0.198
C -5.49814 -3.58227 7.73744 -0.209
O -6.55251 -3.16895 6.85448 -0.197
C -6.57984 -1.78720 6.48137 -0.086
H -0.26179 -1.84589 3.89297 0.087
H -1.88846 -2.03590 3.31508 0.052
H -0.51070 -2.91055 2.61464 0.083
H -1.30419 -2.39964 6.20859 0.114
H -1.69869 -4.06667 6.35094 0.113
H -3.41654 -2.20369 4.63847 0.085
H -3.63242 -2.07400 6.32237 0.100
H -5.11165 -3.90474 5.12979 0.081
H -3.69616 -4.77788 7.58905 0.107
H -4.89714 -5.50652 7.04635 0.106
H -5.08119 -2.84107 8.42273 0.114
H -5.91232 -4.26996 8.48059 0.107
H -5.60084 -1.57152 6.05485 0.052
H -6.75964 -1.13410 7.33869 0.085
H -7.41468 -1.65623 5.79567 0.080
C -4.78694 -6.62847 2.76352 -0.071
O -4.01464 -6.21850 1.57713 -0.178
C -4.22460 -4.82689 1.44699 -0.257
C -3.70486 -4.35555 0.09023 -0.186
N -4.57656 -4.73163 -1.05406 -0.057
C -4.49620 -6.11785 -1.53994 -0.195
C -5.31387 -6.36081 -2.82328 -0.248
O -5.12216 -7.67800 -3.20246 -0.200
C -5.85233 -8.14226 -4.31098 -0.113
H -4.43204 -6.27454 3.73297 0.072
H -4.56916 -7.69701 2.77360 0.082
H -5.83913 -6.37427 2.64069 0.085
H -3.64823 -4.31789 2.22721 0.115
H -5.24602 -4.47216 1.60676 0.105
H -2.66539 -4.63490 -0.08116 0.113
H -3.72181 -3.26385 0.12782 0.092
H -5.51028 -4.38362 -0.89120 0.099
H -4.89191 -6.84530 -0.82545 0.108
H -3.44930 -6.41012 -1.62563 0.123
H -5.00958 -5.68105 -3.62466 0.119
H -6.38008 -6.25656 -2.59619 0.121
H -5.32264 -9.02175 -4.67782 0.087
H -5.68977 -7.46843 -5.15879 0.082
H -6.91517 -8.30191 -4.12765 0.087
C -0.40534 3.57608 12.29023 -0.087
O -1.18439 3.88571 11.11032 -0.197
C -0.96550 3.03835 9.99214 -0.230
C -2.11854 3.17711 8.97787 -0.158
N -1.96036 4.48114 8.21388 -0.073
C -2.81781 4.52244 7.02358 -0.219
C -2.03650 3.77518 5.88591 -0.164
O -2.15247 2.33382 5.98176 -0.232
C -3.44506 1.80465 5.93917 -0.117
H 0.35701 2.84997 12.00509 0.078
H -0.90618 3.21570 13.18952 0.078
H 0.07335 4.51380 12.57433 0.080
H -1.00415 1.97529 10.24930 0.114
H 0.01496 3.22249 9.54997 0.124
H -3.09611 3.26631 9.45413 0.120
H -2.05453 2.37277 8.24933 0.094
H -2.34962 5.16773 8.84961 0.094
H -2.89139 5.57282 6.73110 0.109
H -3.85768 4.28185 7.26095 0.106
H -0.98657 4.05258 5.86199 0.121
H -2.53208 4.07343 4.95710 0.105
H -4.24627 2.53491 5.81338 0.085
H -3.44418 1.31546 6.91569 0.087
H -3.52218 1.12251 5.09137 0.075
C -8.55520 0.75443 -1.67264 -0.240
C -8.33051 -0.35905 -0.64913 -0.228
O -8.48772 0.10091 0.68148 -0.090
O -7.41465 1.51794 -1.72466 -0.107
H -9.42528 1.30347 -1.30404 0.131
H -8.65607 0.18571 -2.59983 0.135
H -7.32691 -0.76103 -0.81502 0.121
H -8.92402 -1.23455 -0.92561 0.130
H -7.98710 -0.55387 1.18536 0.046
H -7.47674 2.11245 -2.47858 0.097
C -0.86234 -1.86699 -1.29976 -0.212
C -1.51595 -0.76279 -0.45585 -0.249
O -1.46615 -0.75390 0.95246 -0.061
O -1.40600 -1.62305 -2.61246 -0.094
H -1.18678 -2.90559 -1.19323 0.102
H 0.22517 -1.93892 -1.29466 0.116
H -2.56394 -0.71999 -0.75451 0.111
H -0.99588 0.10248 -0.87355 0.119
H -2.27675 -1.09580 1.33554 0.035
H -2.06982 -2.28355 -2.81697 0.078
O -9.94626 0.43271 5.01788 -0.049
H -9.89157 1.33375 5.34468 0.031
H -9.03141 0.16308 4.89589 0.017

---

No. 3
121
Properties=species:S:1:pos:R:3:lowdin_charge:R:1 method="wB97M-V/def2-TZVPD" e_above_lowest_kj_mol=1989.3 lumo_ha=0.0976 homo_lumo_gap_ha=0.212 largest_force_ev_per_a=9.35 multiplicity=1 total_charge=-1 energy_ev=-74763.651
Cl -0.32156 0.28158 0.49271 0.925
O -1.01886 -0.53653 -0.50256 -0.385
O -0.64325 -0.11782 1.84906 -0.367
O 1.06115 0.08296 0.31983 -0.221
O -0.65626 1.68707 0.28716 -0.363
C -3.69326 -0.70978 -2.44109 -0.079
O -2.48638 -0.52796 -1.72192 -0.211
H -4.12523 -1.65230 -2.10468 0.095
H -4.42933 0.05736 -2.20071 0.097
H -3.54117 -0.74622 -3.51981 0.069
H -2.63712 -0.97600 -0.88637 -0.040
C -3.40299 -1.63065 1.54093 -0.073
O -2.99732 -1.37385 0.26308 -0.118
H -2.64282 -1.13868 2.14775 0.106
H -4.33299 -1.06249 1.56047 0.108
H -3.49285 -2.70749 1.68385 0.116
H -2.04037 -1.44944 0.25100 0.057
C -3.32900 1.59542 0.71074 -0.080
O -4.15829 0.40362 0.70946 -0.152
H -3.80029 2.32895 1.36490 0.088
H -2.37075 1.40164 1.19273 0.040
H -3.18248 1.95739 -0.30692 0.084
H -3.48974 -0.28470 0.73890 -0.116
C -1.38600 3.04644 -2.15324 -0.056
C -0.79091 1.93833 -3.05273 -0.314
C 0.43406 1.10031 -2.49774 -0.184
O 0.83443 0.17815 -3.50583 -0.211
C 2.13293 -0.36011 -3.28061 -0.081
N -1.85192 1.03413 -3.38931 0.046
H -0.77763 3.94950 -2.10352 0.056
H -1.34614 2.73605 -1.10913 0.029
H -2.37893 3.48003 -2.27239 0.084
H -0.39450 2.36846 -3.97248 0.130
H 0.28483 0.59600 -1.54301 0.061
H 1.27473 1.77313 -2.32831 0.106
H 2.88443 0.41890 -3.15220 0.058
H 2.42381 -0.98067 -4.12820 0.097
H 2.18642 -1.02967 -2.42216 0.057
H -2.52590 1.56336 -3.92388 0.085
H -2.29609 0.88305 -2.49490 0.038
C 1.16214 3.78868 0.30008 -0.067
C 2.23139 2.72745 0.76268 -0.410
C 2.81894 2.15109 -0.47182 -0.220
O 4.07051 1.47422 -0.16724 -0.159
C 4.56212 0.76976 -1.36784 -0.079
N 3.17496 3.39898 1.59744 0.063
H 0.69001 4.30525 1.13575 0.013
H 0.35930 3.22884 -0.17965 0.038
H 1.65747 4.58375 -0.25724 0.104
H 1.85438 1.82929 1.25185 0.120
H 2.87754 2.82605 -1.32569 0.124
H 2.16959 1.36020 -0.84725 0.071
H 5.54333 0.31971 -1.21685 0.084
H 4.57157 1.38855 -2.26511 0.075
H 3.84510 0.00033 -1.65411 0.032
H 3.31932 4.30541 1.17596 0.066
H 2.46682 3.67409 2.26299 0.064
C -0.69282 -3.17685 -1.35649 -0.044
C -0.64978 -2.39521 -2.67576 -0.270
C -1.87682 -2.81064 -3.48789 -0.205
O -1.99264 -2.14380 -4.75270 -0.176
C -3.18051 -2.49924 -5.50332 -0.094
N -0.49119 -0.87526 -2.53627 -0.021
H -1.37540 -2.68733 -0.66182 0.063
H 0.14246 -3.24944 -0.65997 0.042
H -1.01265 -4.17027 -1.67099 0.086
H 0.19396 -2.85859 -3.18710 0.129
H -2.78911 -2.72182 -2.89803 0.092
H -1.86353 -3.86402 -3.76775 0.113
H -3.15401 -2.27841 -6.57039 0.081
H -4.00621 -1.94264 -5.06003 0.064
H -3.45181 -3.54356 -5.34872 0.074
H 0.21240 -0.82416 -1.81347 0.041
H -1.30180 -0.64962 -1.97759 -0.104
C -1.66930 4.12543 3.91986 -0.031
C -1.35508 3.19853 2.65987 -0.393
C -0.99533 4.13120 1.47283 -0.271
O -2.01059 5.04439 1.17538 -0.161
C -1.53461 5.97597 0.16786 -0.057
N -0.45260 2.16998 2.92393 0.073
H -0.77891 4.63143 4.29306 0.065
H -1.93719 3.45096 4.73314 0.059
H -2.46218 4.87104 3.86079 0.067
H -2.30629 2.74664 2.37864 0.087
H -0.70583 3.60815 0.56140 0.045
H -0.13319 4.70109 1.81930 0.096
H -1.27741 5.45254 -0.75299 0.064
H -0.72527 6.56601 0.59786 0.095
H -2.44562 6.50082 -0.11970 0.087
H -0.41895 1.75140 3.84249 0.089
H -0.60644 1.44334 2.23951 -0.006
C 4.21949 -3.06928 1.40843 -0.010
C 2.60563 -3.12872 0.97985 -0.408
C 2.21548 -4.58176 1.25603 -0.155
C 2.05105 -4.90124 2.73480 -0.186
C 1.04304 -3.90708 3.33773 -0.115
C 1.54240 -2.39975 3.20024 -0.451
N 1.82993 -2.15753 1.76805 -0.093
O 2.31909 -0.85971 1.60364 -0.020
C 0.27570 -1.56086 3.47418 -0.047
C 2.70293 -2.05176 4.14538 -0.025
C 2.42795 -2.74903 -0.50897 -0.041
H 4.54393 -2.12088 1.83663 0.064
H 4.88763 -3.23716 0.56374 0.060
H 4.51673 -3.79188 2.16843 0.048
H 1.32823 -4.69228 0.63258 0.109
H 2.94914 -5.30820 0.90655 0.116
H 2.93952 -4.79179 3.35668 0.093
H 1.71266 -5.93654 2.77673 0.104
H 1.09794 -4.04199 4.41796 0.106
H 0.04848 -4.05249 2.91607 0.115
H -0.45604 -1.60996 2.66779 0.053
H -0.22550 -1.88032 4.38788 0.088
H 0.45744 -0.48642 3.49963 0.074
H 3.12832 -1.04899 4.10552 0.088
H 2.33855 -2.15540 5.16743 0.074
H 3.45778 -2.83735 4.11164 0.062
H 2.92207 -1.79356 -0.68511 0.057
H 1.44721 -2.43267 -0.86420 0.033
H 2.84821 -3.41650 -1.26125 0.098
H 1.57832 -0.38610 1.21819 -0.169